DFT (ωB97M-V with the def2-TZVPD basis set) results for C58H45BrKN9O4PS3 as an isolated structure in a non-equilibrium geometry.

The geometry in XYZ format:
```
122
Properties=species:S:1:pos:R:3:forces:R:3:lowdin_charge:R:1
K 0.928 0.726 1.492 0.073 -0.785 -0.604 0.7304
Br 1.281 0.272 6.129 -0.016 0.072 -0.050 0.7612
C 1.036 1.881 5.117 0.284 -0.195 0.200 -0.7225
C 1.741 3.011 5.509 -0.089 -0.039 -0.082 -0.1068
C 1.546 4.152 4.754 -0.035 -0.005 -0.058 -0.0491
C 0.671 4.110 3.677 0.098 0.021 0.084 -0.0058
C 0.044 2.915 3.371 -0.270 0.158 0.010 -0.2098
N 0.235 1.802 4.092 -0.197 0.107 -0.143 0.0821
C -0.901 2.838 2.153 0.049 0.127 0.046 -0.6524
O -1.216 3.924 1.631 0.113 -0.012 -0.090 -0.0284
O -1.210 1.685 1.771 -0.881 0.514 0.253 -0.2024
H 2.416 2.974 6.351 0.001 0.019 0.000 0.0965
H 2.081 5.062 4.998 -0.013 -0.004 -0.002 0.1078
H 0.467 4.971 3.057 0.009 0.011 0.009 0.1115
N -3.296 -0.077 2.589 0.019 -0.239 0.119 0.1131
C -4.546 0.135 2.064 -0.131 0.020 -0.097 -0.3301
C -5.483 0.857 2.823 0.030 -0.036 -0.026 -0.0410
C -6.769 1.050 2.371 -0.045 0.043 0.052 -0.1048
C -7.176 0.536 1.144 -0.006 -0.003 -0.038 -0.1129
C -6.256 -0.161 0.382 0.078 0.021 0.015 -0.0933
C -4.943 -0.373 0.804 -0.091 0.038 0.166 -0.2987
P -3.709 -1.305 -0.181 0.102 -0.081 -0.005 1.1294
C -3.222 -0.056 -1.405 0.056 0.030 -0.234 -0.3603
C -3.104 -0.214 -2.725 0.150 -0.114 0.127 -0.0286
C -1.791 1.957 -2.982 -0.052 0.051 -0.136 -0.3189
C -2.858 2.879 -2.441 -0.054 -0.056 0.145 -0.0933
C -3.348 2.462 -1.277 0.043 0.051 -0.045 -0.0553
C -2.691 1.199 -0.773 -0.250 0.181 0.207 -0.4085
C -4.668 -2.525 -1.150 -0.058 -0.082 0.052 -0.3693
C -4.460 -3.862 -0.814 -0.025 0.007 0.002 -0.1080
C -5.124 -4.881 -1.485 0.014 -0.015 0.041 -0.0932
C -5.998 -4.573 -2.515 -0.026 -0.043 -0.033 -0.0961
C -6.207 -3.247 -2.870 -0.021 -0.004 -0.023 -0.0814
C -5.550 -2.234 -2.192 0.020 0.101 -0.003 -0.1153
H -2.988 0.572 3.294 0.029 0.074 -0.032 0.0946
H -2.545 -0.292 1.954 -0.010 0.020 -0.007 0.0292
H -5.178 1.259 3.783 0.016 -0.012 -0.018 0.1085
H -7.466 1.610 2.984 0.001 -0.010 -0.019 0.0980
H -8.187 0.681 0.788 0.009 -0.003 0.002 0.0915
H -6.565 -0.561 -0.573 -0.035 -0.016 -0.044 0.0826
H -3.443 -1.126 -3.205 -0.059 -0.015 0.007 0.1172
H -1.059 2.439 -3.628 -0.015 0.015 0.004 0.1333
H -3.169 3.777 -2.955 0.016 -0.021 -0.037 0.1154
H -4.105 2.965 -0.690 -0.009 -0.021 -0.014 0.1246
H -2.620 1.189 0.312 0.006 -0.046 -0.017 0.0705
H -3.764 -4.103 -0.019 0.001 0.005 -0.003 0.0909
H -4.949 -5.912 -1.204 -0.008 0.011 -0.021 0.0986
H -6.509 -5.364 -3.050 0.005 0.009 0.014 0.0980
H -6.879 -3.002 -3.683 0.005 -0.001 0.014 0.1024
H -5.708 -1.205 -2.494 0.022 -0.014 -0.001 0.1028
O 3.034 2.081 2.437 0.106 -0.016 0.223 -0.3548
S 3.891 0.918 2.211 0.351 0.380 0.192 0.5807
O 5.148 0.954 2.939 0.047 -0.146 -0.066 -0.3159
N 3.064 -0.397 2.293 0.359 -0.155 -0.081 -0.2013
C 3.102 -1.345 3.280 0.075 -0.008 0.122 -0.2784
C 4.179 -1.623 4.108 0.013 -0.034 -0.014 -0.0335
C 4.116 -2.632 5.082 -0.002 -0.026 0.032 -0.0961
C 2.999 -3.401 5.256 -0.021 -0.001 -0.016 -0.0773
C 1.873 -3.161 4.435 0.036 -0.077 0.073 -0.1845
C 0.679 -3.910 4.560 -0.020 0.016 -0.045 -0.0277
C -0.389 -3.627 3.763 0.055 0.072 -0.057 -0.0541
C -0.264 -2.570 2.834 -0.133 -0.009 0.107 -0.1432
N 0.820 -1.855 2.693 0.024 0.122 0.050 0.0666
C 1.905 -2.134 3.462 0.028 -0.051 0.134 -0.2060
C 4.274 1.095 0.471 -0.029 0.056 -0.025 -0.2623
C 3.378 0.610 -1.483 -0.100 -0.039 -0.024 -0.1261
C 3.887 0.848 -2.862 0.081 0.069 -0.084 -0.0170
C 4.857 1.730 -3.092 -0.067 -0.099 -0.048 -0.0352
C 5.463 2.515 -1.975 -0.002 0.165 -0.100 -0.1882
C 5.381 2.140 0.205 0.134 0.002 0.162 -0.1141
H 5.080 -1.039 4.004 -0.007 0.027 -0.024 0.0895
H 4.987 -2.798 5.705 -0.016 -0.011 0.002 0.0985
H 2.953 -4.182 6.007 0.012 0.012 -0.011 0.0984
H 0.633 -4.703 5.299 0.007 0.006 0.001 0.1099
H -1.320 -4.174 3.832 0.004 -0.009 0.012 0.0975
H -1.103 -2.316 2.192 -0.004 0.007 -0.036 0.0954
H 2.390 0.162 -1.484 -0.019 -0.024 -0.053 0.1066
H 3.464 0.286 -3.689 -0.021 0.001 0.032 0.1025
H 5.220 1.883 -4.102 0.015 0.027 0.032 0.1017
H 5.981 3.398 -2.350 -0.037 -0.012 -0.034 0.1311
H 5.787 2.625 1.088 -0.009 -0.028 -0.004 0.1480
N -0.409 -0.869 -3.541 -0.099 0.149 0.246 0.1340
C -1.264 -0.090 -4.359 0.053 -0.050 0.185 -0.1992
C -1.175 -0.308 -5.720 0.019 0.046 -0.246 -0.0962
C -2.057 0.223 -6.644 0.120 -0.081 0.081 -0.1648
C -3.142 0.964 -6.105 -0.081 0.091 -0.011 -0.1473
C -3.318 1.179 -4.781 -0.050 0.033 -0.024 -0.0682
C -2.363 0.704 -3.696 -0.094 0.074 -0.023 -0.3724
S -1.010 1.553 -1.379 0.345 0.063 -0.202 1.1914
N -0.126 0.208 -1.393 -0.249 0.278 -0.073 -0.1852
C 0.008 -0.753 -2.287 0.065 -0.191 0.014 -0.3157
C 0.916 -1.859 -1.817 0.078 -0.008 -0.151 -0.2214
C 1.806 -2.487 -2.691 0.008 0.006 0.176 -0.0259
C 2.688 -3.426 -2.178 -0.058 0.039 0.077 -0.0642
C 2.649 -3.704 -0.820 0.024 0.003 -0.061 -0.0533
C 1.735 -3.019 -0.032 0.079 -0.132 0.050 -0.1157
N 0.890 -2.115 -0.511 -0.045 0.025 -0.063 0.1534
H -0.110 -1.719 -3.986 0.084 -0.178 -0.019 0.1270
H -0.348 -0.929 -6.063 -0.026 0.012 -0.026 0.1034
H -1.950 0.054 -7.705 0.015 -0.004 0.026 0.0652
H -3.896 1.363 -6.778 0.023 -0.019 0.002 0.0919
H -4.204 1.698 -4.432 0.005 -0.027 0.014 0.0972
H 1.863 -2.214 -3.737 -0.038 0.021 -0.024 0.1088
H 3.406 -3.911 -2.827 0.008 -0.008 0.000 0.1059
H 3.324 -4.417 -0.366 0.005 0.003 -0.025 0.1046
H 1.689 -3.188 1.040 0.028 -0.009 -0.181 0.0944
N 1.136 4.597 -0.169 0.048 -0.028 -0.043 0.1238
C 2.182 3.758 -0.361 -0.378 -0.327 0.259 -0.6754
N 2.092 2.480 -0.328 0.250 0.186 -0.146 0.0823
C 3.349 1.846 -0.569 -0.153 0.138 -0.015 -0.3400
C 4.307 -0.145 -0.454 -0.005 -0.088 0.137 -0.1476
C 5.657 -0.577 -0.907 0.068 -0.013 -0.042 -0.0272
C 6.622 0.309 -1.128 -0.025 -0.142 -0.013 -0.0418
C 6.378 1.764 -0.926 0.187 0.018 0.105 -0.1626
C 4.493 2.862 -0.825 -0.053 0.052 -0.128 -0.5228
S 3.767 4.489 -0.697 0.170 0.011 -0.039 1.0428
H 0.303 4.237 0.294 -0.063 0.002 0.018 0.0651
H 1.343 5.564 0.006 0.004 0.014 0.013 0.0833
H 3.756 -0.962 0.007 0.037 -0.031 -0.010 0.1165
H 5.840 -1.636 -1.060 -0.008 0.023 0.013 0.1041
H 7.599 -0.021 -1.465 -0.003 0.034 0.017 0.1010
H 7.319 2.302 -0.810 -0.007 -0.034 -0.008 0.1361
```
Positions in Å, forces in eV/Å.

Computed properties:
M	1178.23	g/mol
ΔE to the lowest compared entry with this formula, charge and spin	7.085	eV
frontier orbital gap	5.44	eV
charge	-1
E_LUMO	2.01	eV
HOMO energy	-0.126	Ha
F_max	1.051	eV/A